Record 1
The following is a DFT calculation (wB97M-V/def2-TZVPD) of a cluster of 7 separate species, C20H35Cl16N3 in total.

```
74
Properties=species:S:1:pos:R:3
C -1.02768 5.40690 -0.81017
C 0.28410 6.03616 -0.38171
N 0.58798 5.94972 1.02481
C -0.26582 6.74019 1.86835
C -0.53672 8.14622 1.37002
C 0.79090 4.63466 1.60342
C 1.81752 3.78739 0.85119
H -1.88775 5.98393 -0.45289
H -1.15292 4.35871 -0.58972
H -1.11175 5.50517 -1.90938
H 1.09234 5.51378 -0.89184
H 0.34867 7.08047 -0.65029
H -1.24248 6.22411 2.04724
H 0.17938 6.80599 2.86939
H 0.37424 8.58402 0.92826
H -1.25106 8.17862 0.54114
H -0.82538 8.82780 2.16535
H -0.19143 4.09621 1.62962
H 1.08266 4.76413 2.64603
H 1.80881 2.74725 1.18222
H 2.78675 4.26239 0.98365
H 1.54054 3.70170 -0.19913
C 2.25765 -4.97082 0.80833
C 2.57659 -3.55741 0.34120
N 1.45597 -2.63596 0.40804
C 1.96108 -1.29743 0.31531
C 2.37140 -0.78239 1.66057
C 0.45364 -2.97492 -0.55925
C -0.78900 -2.14189 -0.60279
H 2.25501 -5.01858 1.90378
H 3.09809 -5.61318 0.53178
H 1.30612 -5.32291 0.44102
H 3.39453 -3.17473 0.94540
H 2.87896 -3.61949 -0.73047
H 2.81256 -1.26557 -0.40125
H 1.23403 -0.62034 -0.12299
H 1.49298 -0.76726 2.29433
H 3.21056 -1.37114 2.03232
H 2.79186 0.22278 1.56197
H 0.13423 -4.01507 -0.38527
H 0.87738 -3.02846 -1.60053
H -1.34819 -2.34536 -1.52612
H -0.63536 -1.05834 -0.59265
H -1.49876 -2.37753 0.19594
C -5.91109 -4.22882 0.01723
Cl -5.15164 -3.16564 -1.13938
Cl -7.37641 -3.43994 0.65944
Cl -6.40979 -5.73035 -0.81044
Cl -4.79535 -4.61133 1.34031
C 6.81228 -3.51117 3.81523
Cl 7.56074 -4.25466 2.40105
Cl 6.78484 -4.66322 5.15337
Cl 7.76152 -2.08200 4.26715
Cl 5.16078 -3.00878 3.40660
C -1.50533 -6.81350 1.31569
Cl -3.03615 -7.59911 1.70474
Cl -0.19912 -8.01945 1.43906
Cl -1.52263 -6.11092 -0.29757
Cl -1.21603 -5.50972 2.50822
C 3.69335 1.40384 -2.30164
Cl 4.63801 0.01782 -2.77112
Cl 1.98655 0.97099 -2.54621
Cl 3.97291 1.71870 -0.61063
Cl 4.10562 2.79894 -3.27683
N -4.70977 -0.59721 -4.74219
C -3.93360 -0.55978 -3.60764
C -4.73230 -0.13175 -2.59070
C -6.06366 -0.04034 -3.08743
C -6.01400 -0.35296 -4.42413
H -4.40130 -0.95832 -5.61964
H -2.90743 -0.86243 -3.69911
H -4.40372 0.02879 -1.57511
H -6.92435 0.13950 -2.47208
H -6.75516 -0.42667 -5.20047
```

Calculated values
charge	0
F_max	1.8	eV/A
highest occupied orbital energy	-0.29574	Ha
LUMO energy	0.18	eV
frontier orbital gap	8.225	eV
calculated total energy	-8310.282461	hartree
structure (SMILES)	ClC(Cl)(Cl)Cl.ClC(Cl)(Cl)Cl.ClC(Cl)(Cl)Cl.ClC(Cl)(Cl)Cl.c1cc[nH]c1.CCN(CC)CC.CCN(CC)CC


Record 2
The following is a DFT calculation (wB97M-V/def2-TZVPD) of a structure of composition C20H35Cl2N5O8Pb.

```
71
Properties=species:S:1:pos:R:3
Pb 0.29998 -0.46914 -0.17837
Cl 1.64862 2.20137 -2.17554
O 2.15053 0.92363 -1.80909
O 0.23502 2.03153 -2.13065
O 1.95357 3.15672 -1.18066
O 2.19071 2.62537 -3.47111
Cl -1.04648 -2.42806 2.27351
O -0.93201 -2.73541 0.85809
O -2.40382 -1.89228 2.40756
O -0.84084 -3.55031 3.20871
O -0.15483 -1.43027 2.61698
C 0.92769 -5.97837 1.06467
C 1.44779 -6.17458 -0.38975
C 2.49343 -5.08595 -0.90364
C 2.12470 -3.68938 -0.57426
N 1.80060 -2.56130 -0.39418
H 1.17974 -6.92217 1.54820
H -0.15690 -5.89733 0.99265
H 1.28547 -5.08249 1.57210
H 0.64418 -6.11718 -1.12392
H 2.10892 -7.03820 -0.46172
H 2.60996 -5.21661 -1.97948
H 3.42523 -5.13344 -0.34007
C -0.84663 0.53621 -6.11226
C -2.20876 0.36928 -5.44698
C -2.31965 -0.76569 -4.33769
C -1.12570 -0.93075 -3.49678
N -0.19084 -1.17378 -2.79554
H -0.89901 1.33691 -6.84999
H -0.43312 -0.40475 -6.47519
H -0.20306 0.99750 -5.36318
H -2.90383 0.19882 -6.26912
H -2.55775 1.26934 -4.94082
H -2.38473 -1.73028 -4.84110
H -3.16724 -0.67086 -3.65894
C 6.26560 0.32677 4.84452
C 4.99186 0.70853 4.11624
C 4.95696 0.00998 2.71625
C 3.70734 0.12316 1.92232
N 2.72050 0.21070 1.30682
H 7.07923 0.69448 4.21930
H 6.38162 -0.66759 5.27568
H 6.47777 0.89369 5.75098
H 4.86713 1.78370 3.98750
H 4.10230 0.51038 4.71416
H 4.85706 -1.07122 2.81180
H 5.84336 0.14331 2.09607
C -1.61600 5.11327 1.37317
C -0.13783 5.07201 1.08704
C 0.58758 3.98954 1.84378
C 0.08805 2.72268 1.47307
N -0.27140 1.70864 1.14649
H -2.18326 4.25926 1.00306
H -2.02916 5.94967 0.80940
H -1.80386 5.36128 2.41782
H 0.23132 6.03217 1.44749
H 0.11577 5.08006 0.02698
H 0.39284 4.07426 2.91289
H 1.66089 3.93416 1.66203
C -5.74113 1.96527 -0.63157
C -5.52244 1.24710 0.76729
C -4.82446 -0.15213 0.45310
C -3.60611 -0.18855 -0.32005
N -2.59828 -0.17576 -0.89024
H -4.80154 1.85338 -1.17263
H -5.96983 3.02804 -0.71104
H -6.54944 1.48967 -1.18705
H -6.45574 1.02966 1.28669
H -4.78498 1.82127 1.32817
H -5.48366 -0.78733 -0.13856
H -4.69902 -0.66158 1.40851
```

Calculated values
charge	0
F_max	5.7	eV/A
highest occupied orbital energy	-0.33937	Ha
LUMO energy	0.51	eV
frontier orbital gap	9.748	eV
energy above the lowest of the compared OMol25 structures with the same formula, charge and spin	38.8	kcal per mole
calculated total energy	-2771.412703	hartree


Record 3
The following is a DFT calculation (wB97M-V/def2-TZVPD) of a structure of composition C20H35CuN5O4SSe.

```
67
Properties=species:S:1:pos:R:3
Cu 0.54850 -2.87044 0.52703
N -0.90051 -3.35703 1.95533
C -0.33626 -3.36344 3.30734
C 1.18598 -3.42132 3.21847
N 1.59429 -2.35976 2.30049
H -1.56153 -2.59262 1.86595
H -1.36522 -4.22528 1.72559
H -0.71664 -4.19256 3.90773
H -0.60316 -2.42606 3.80066
H 1.50067 -4.37837 2.79252
H 1.61299 -3.31180 4.22276
H 2.60242 -2.28890 2.22445
H 1.23208 -1.45958 2.62159
C 1.25936 -3.56545 -3.00187
C 1.70992 -4.31429 -1.75125
C 2.27670 -5.69896 -2.10085
C 0.56401 -4.42746 -0.75672
H 2.06106 -3.50362 -3.73300
H 0.94866 -2.55429 -2.74401
H 0.41531 -4.07590 -3.46159
H 2.52772 -3.74775 -1.29083
H 1.50749 -6.33256 -2.53465
H 2.65598 -6.18929 -1.20619
H 3.09768 -5.60287 -2.80919
H 0.71219 -5.30281 -0.12318
H -0.38564 -4.54155 -1.28291
C 0.28280 6.55255 -2.56375
C 0.30330 5.20531 -1.87865
S -1.02671 4.19720 -2.60232
O -0.71901 3.88140 -3.97153
O -2.28945 4.83586 -2.35718
C -0.99856 2.61913 -1.63981
C -0.29196 1.55915 -2.46709
N 0.42350 0.59278 -1.66385
C -0.06585 -0.53480 -1.11501
N 0.89519 -1.20673 -0.49203
C 2.03599 -0.51264 -0.63132
C 1.77211 0.62720 -1.36132
N 2.67196 1.66044 -1.66245
O 2.22723 2.75256 -1.99780
O 3.85568 1.40286 -1.54618
C -1.46195 -1.00680 -1.15313
H 1.00501 7.23263 -2.11566
H -0.71246 6.98282 -2.47726
H 0.51388 6.43654 -3.61923
H 0.06909 5.28564 -0.82085
H 1.23199 4.66539 -2.03068
H -2.02929 2.37056 -1.40698
H -0.45504 2.83520 -0.72571
H 0.42324 2.07313 -3.11486
H -1.00126 1.02723 -3.10390
H 2.97106 -0.82952 -0.21834
H -1.99052 -0.70490 -2.05273
H -1.98823 -0.61130 -0.27989
H -1.45613 -2.09252 -1.06832
Se -1.06668 0.16003 2.30279
C -1.83975 1.67243 3.13320
C -1.32330 2.93154 2.86219
C -1.87622 4.04493 3.46363
C -2.94253 3.90542 4.33727
C -3.45459 2.64662 4.60579
C -2.90942 1.52846 4.00538
H -0.48503 3.03104 2.18610
H -1.47258 5.02674 3.25349
H -3.37110 4.77709 4.81168
H -4.28580 2.53636 5.29103
H -3.31271 0.54691 4.21162
```

Calculated values
charge	0
F_max	1.7	eV/A
highest occupied orbital energy (spin up / spin down)	-0.23593 / -0.23592	Ha
spin multiplicity	2
LUMO energy (spin up / spin down)	-1.01 / -1.09	eV
frontier orbital gap (spin up / spin down)	5.406 / 5.325	eV
expectation value of S²	0.754
energy above the lowest of the compared OMol25 structures with the same formula, charge and spin	1.5	kcal per mole
calculated total energy	-5797.789402	hartree